{
  "formula": "C41H57N5O4",
  "method": "ωB97M-V/def2-TZVPD",
  "total_energy_ev": -59079.715,
  "relative_energy_kj_mol": 184.3,
  "lumo_ha": 0.0242,
  "smiles": "c1ccncc1.c1ccncc1.c1ccncc1.c1ccncc1.c1ccncc1.C1CCOC1.C1CCOC1.C1CCOC1.C1CCOC1",
  "species": ["C", "C", "C", "O", "C", "H", "H", "H", "H", "H", "H", "H", "H", "C", "C", "C", "O", "C", "H", "H", "H", "H", "H", "H", "H", "H", "C", "C", "C", "O", "C", "H", "H", "H", "H", "H", "H", "H", "H", "C", "C", "C", "O", "C", "H", "H", "H", "H", "H", "H", "H", "H", "N", "C", "C", "C", "C", "C", "H", "H", "H", "H", "H", "N", "C", "C", "C", "C", "C", "H", "H", "H", "H", "H", "N", "C", "C", "C", "C", "C", "H", "H", "H", "H", "H", "N", "C", "C", "C", "C", "C", "H", "H", "H", "H", "H", "N", "C", "C", "C", "C", "C", "H", "H", "H", "H", "H"],
  "coordinates": [[10.9898, 3.9397, -13.3806], [11.4744, 5.2638, -12.7995], [12.9803, 5.0743, -12.5298], [13.2674, 3.7325, -12.9251], [12.0626, 2.9839, -12.8730], [10.9500, 3.9519, -14.4694], [10.0033, 3.6838, -12.9953], [10.9304, 5.5417, -11.8900], [11.2725, 6.1409, -13.4194], [13.2553, 5.2252, -11.4824], [13.5734, 5.7359, -13.1638], [11.8507, 2.6447, -11.8491], [12.2168, 2.0846, -13.4709], [15.1906, 7.7715, -22.0196], [16.1073, 8.8493, -21.4398], [17.4756, 8.3685, -21.9067], [17.4192, 6.9473, -21.9111], [16.0566, 6.5202, -21.8883], [14.8978, 7.9998, -23.0462], [14.2600, 7.6924, -21.4515], [16.0497, 8.8624, -20.3483], [15.8906, 9.8636, -21.7737], [18.2870, 8.7186, -21.2667], [17.6855, 8.7385, -22.9190], [15.8690, 6.0480, -20.9175], [15.8714, 5.7843, -22.6708], [16.0718, 1.9996, -16.8883], [16.3745, 2.3756, -15.4406], [15.0649, 1.9544, -14.7736], [14.6824, 0.7473, -15.4249], [15.3362, 0.6663, -16.6925], [16.9538, 1.8711, -17.5176], [15.4342, 2.7573, -17.3479], [16.6146, 3.4320, -15.3262], [17.2135, 1.7868, -15.0611], [14.3275, 2.7293, -14.9977], [15.1650, 1.8366, -13.6982], [14.6092, 0.5053, -17.4898], [16.0524, -0.1584, -16.6565], [13.1784, 10.6013, -20.2311], [13.9089, 10.7349, -18.8938], [12.7365, 10.9788, -17.9465], [11.7118, 11.6095, -18.7124], [12.1259, 11.6841, -20.0744], [12.6937, 9.6287, -20.3465], [13.8171, 10.7617, -21.0996], [14.5685, 11.6035, -18.9572], [14.5065, 9.8716, -18.6007], [13.0013, 11.5821, -17.0766], [12.3620, 10.0153, -17.5810], [12.5234, 12.6842, -20.2936], [11.2460, 11.5549, -20.7075], [17.3326, 8.7183, -18.0438], [18.0075, 7.6238, -18.3612], [18.3888, 6.6547, -17.4391], [18.0467, 6.8446, -16.1116], [17.3333, 7.9834, -15.7703], [16.9945, 8.8783, -16.7689], [18.2706, 7.4804, -19.4056], [18.9025, 5.7708, -17.7942], [18.2733, 6.1099, -15.3457], [16.9880, 8.1120, -14.7528], [16.3939, 9.7505, -16.5286], [12.3391, 6.8359, -17.2619], [13.2723, 7.1339, -18.1590], [14.5482, 6.5975, -18.1352], [14.8867, 5.7622, -17.0869], [13.9285, 5.4517, -16.1364], [12.6752, 6.0350, -16.2605], [12.9682, 7.7997, -18.9627], [15.2904, 6.8466, -18.8822], [15.8973, 5.3777, -17.0339], [14.1596, 4.8423, -15.2712], [11.9361, 5.9145, -15.4746], [9.2459, 6.6499, -15.1954], [8.4672, 6.6382, -14.1165], [7.4713, 5.7000, -13.8783], [7.2324, 4.7423, -14.8478], [8.0508, 4.7187, -15.9649], [9.0441, 5.6824, -16.0863], [8.6918, 7.3961, -13.3711], [6.9145, 5.7600, -12.9528], [6.4387, 4.0137, -14.7351], [7.8953, 3.9842, -16.7436], [9.6742, 5.6635, -16.9720], [18.0983, 5.0282, -13.1136], [16.8939, 4.5444, -12.8270], [16.6426, 3.7167, -11.7466], [17.7050, 3.3380, -10.9465], [18.9738, 3.8181, -11.2455], [19.1174, 4.6217, -12.3609], [16.0731, 4.8494, -13.4694], [15.6660, 3.2743, -11.5920], [17.5286, 2.7490, -10.0553], [19.8082, 3.5255, -10.6233], [20.0896, 5.0165, -12.6399], [9.7519, 5.4256, -19.5936], [10.8514, 5.3240, -20.3215], [10.8749, 4.8469, -21.6289], [9.6862, 4.4284, -22.1975], [8.5288, 4.4936, -21.4331], [8.6184, 4.9830, -20.1442], [11.7990, 5.6185, -19.8800], [11.8051, 4.7964, -22.1785], [9.6560, 4.0419, -23.2086], [7.5728, 4.1753, -21.8263], [7.7325, 5.0833, -19.5252]],
  "lowdin_charge": [-0.1528, -0.1703, -0.1847, -0.1906, -0.1946, 0.1020, 0.1104, 0.1103, 0.0818, 0.1168, 0.1019, 0.1236, 0.1215, -0.1616, -0.1714, -0.2122, -0.1430, -0.1941, 0.1133, 0.0955, 0.0802, 0.1062, 0.1088, 0.1186, 0.1002, 0.1162, -0.1667, -0.1680, -0.2114, -0.1313, -0.1952, 0.1118, 0.0999, 0.0839, 0.1204, 0.0921, 0.1116, 0.1158, 0.1160, -0.1762, -0.1708, -0.1979, -0.1313, -0.2096, 0.1018, 0.1000, 0.1178, 0.0831, 0.1164, 0.1095, 0.1186, 0.1189, 0.0635, -0.1575, -0.0678, -0.0886, -0.0669, -0.1562, 0.0920, 0.1055, 0.0782, 0.1047, 0.1034, 0.0867, -0.1667, -0.0600, -0.0688, -0.0449, -0.1314, 0.0902, 0.0785, 0.0908, 0.0740, 0.0742, 0.0702, -0.1688, -0.0798, -0.0857, -0.0721, -0.1586, 0.1047, 0.0993, 0.1038, 0.0982, 0.0759, 0.0586, -0.1570, -0.0638, -0.0708, -0.0688, -0.1502, 0.0953, 0.0983, 0.1071, 0.1015, 0.1057, 0.0672, -0.1485, -0.0691, -0.0809, -0.0748, -0.1517, 0.0852, 0.0990, 0.1046, 0.1006, 0.1016]
}